--- one ---
24
Properties=species:S:1:pos:R:3 method="wB97M-V/def2-TZVPD" charge=0 smiles="C=C/C(N)=C/CC.O.O" orbital_gap_ev=8.500
H -1.44 -0.89 2.07
C -0.85 -0.07 0.26
C -0.72 -1.47 -1.82
H 0.22 0.55 -1.37
C -0.01 2.21 0.72
H 1.44 -0.28 3.64
H 1.05 2.16 0.90
C -1.00 1.31 0.68
H -1.30 -1.99 0.85
H 0.97 -0.37 2.14
H -1.02 -3.52 -1.11
H -1.79 -1.58 -2.03
O 0.79 -0.04 3.00
H -0.34 3.23 0.87
H 2.60 1.42 -2.29
H -0.48 -1.40 -2.88
C -0.20 -2.78 -1.21
H -2.04 1.57 0.87
C -0.38 -0.26 -1.00
H 0.42 -3.35 -1.92
N -1.48 -1.02 1.07
O 2.76 2.30 -1.87
H 2.00 2.83 -2.10
H 0.37 -2.70 -0.30



--- two ---
24
Properties=species:S:1:pos:R:3 method="wB97M-V/def2-TZVPD" charge=0 orbital_gap_ev=8.083
H -0.42 1.60 0.31
C 2.27 1.16 -0.14
O -0.44 1.17 -1.66
H -2.70 1.84 1.12
N -2.82 0.19 0.02
H -3.02 0.84 -0.75
C -0.40 0.75 -0.37
C -1.00 -0.45 0.05
H 1.29 -0.15 2.17
H -2.01 -2.17 -0.67
H -0.27 -2.40 -0.46
H 2.08 1.86 0.68
H -0.89 -1.51 -1.85
C 1.63 -0.78 1.34
C -1.03 -1.70 -0.79
H 1.11 -1.74 1.40
H 3.33 0.90 -0.10
C 1.41 -0.08 0.02
H 2.08 1.67 -1.08
H -0.40 0.42 -2.26
H 1.55 -0.76 -0.83
H -1.02 -0.60 1.13
H 2.69 -0.98 1.51
O -3.01 0.93 1.24



--- three ---
24
Properties=species:S:1:pos:R:3 method="wB97M-V/def2-TZVPD" charge=0 smiles="C/C=C/C(C)=C/N.O.O" orbital_gap_ev=8.783
O -2.06 0.96 2.48
H -0.24 -1.29 1.20
C -1.05 0.99 -0.49
H -1.56 2.00 -0.12
C 0.12 0.73 0.32
H 1.43 3.54 1.11
H -0.06 3.29 0.76
H -1.16 1.20 -1.51
C 1.02 -2.71 -0.56
H 1.91 -0.77 -1.07
H 0.28 -3.02 -1.22
H 1.99 1.33 1.29
H -1.68 0.21 -0.29
O -0.47 -1.62 -2.84
H -0.63 -2.38 -2.09
H 2.12 -3.13 -0.93
C 1.10 -1.25 -0.51
H -1.81 1.94 2.45
H -1.59 0.47 1.82
N 0.74 2.94 1.18
C 0.38 -0.67 0.50
H 0.91 -3.55 0.18
C 1.02 1.59 0.86
H -0.71 -0.78 -2.51



Relative energies, unit hartree: one 0.0000; two 0.1041; three 0.0884



--- one ---
24
Properties=species:S:1:pos:R:3 method="wB97M-V/def2-TZVPD" charge=0 smiles="CC(C)(N)O.CCC=O" orbital_gap_ev=9.128
H -4.13 -0.74 0.77
H 1.47 1.83 1.30
N 1.37 -0.54 -1.24
H -0.12 1.32 0.89
H -1.72 -0.50 1.99
H -2.37 0.91 0.09
C -1.40 -0.76 0.96
H 0.53 -1.07 -1.04
H 1.24 -1.36 1.00
H 3.91 -0.05 -0.80
C -2.24 -0.15 -0.13
C 3.26 0.71 -0.38
H -1.73 -0.25 -1.09
H 0.87 2.08 -0.35
C 1.91 0.08 -0.08
C -3.60 -0.84 -0.18
C 0.89 1.38 0.49
O -0.58 -1.65 0.76
H -4.22 -0.39 -0.95
H 3.69 1.09 0.53
O 2.06 -0.83 0.94
H 1.23 0.11 -2.00
H -3.49 -1.91 -0.40
H 3.16 1.52 -1.10



--- two ---
24
Properties=species:S:1:pos:R:3 method="wB97M-V/def2-TZVPD" charge=0 orbital_gap_ev=9.170
H 0.74 0.06 1.37
H 0.81 -1.60 -0.97
C 1.48 0.46 0.67
H 2.43 -1.50 0.40
C 0.81 0.81 -0.66
C -2.25 -0.05 -1.11
H 1.54 0.81 -1.49
H 1.80 1.42 1.08
H -1.01 1.54 0.81
C -1.16 -0.90 -0.58
H -3.15 -0.09 -0.50
H -1.99 -1.02 1.26
H 0.00 -0.70 -2.32
C 0.04 -0.91 -1.26
H -1.67 2.21 2.03
O -0.07 1.70 -0.67
N -1.32 -1.44 0.64
H -2.49 -0.29 -2.14
H -1.84 0.98 -1.10
H -0.51 -1.85 1.07
C 2.70 -0.45 0.58
H 3.27 -0.41 1.50
H 3.35 -0.13 -0.24
O -1.53 1.35 1.62



--- three ---
24
Properties=species:S:1:pos:R:3 method="wB97M-V/def2-TZVPD" charge=0 orbital_gap_ev=9.325
H 0.94 -2.92 2.05
H 0.21 -1.06 0.00
H -1.51 0.09 1.45
H -1.08 1.66 -0.45
H 2.25 0.26 0.88
H -3.04 0.69 0.86
C 1.61 -0.56 1.23
H -2.52 -0.93 0.39
H -2.09 0.67 -1.52
C -1.48 0.67 -0.62
H -0.39 3.07 -2.66
H 1.34 1.34 -2.31
C 1.85 -1.19 2.52
C 0.38 1.06 -2.72
O 0.77 -0.23 2.31
H 1.24 -2.74 3.67
H -0.37 0.48 -1.47
H -1.29 1.91 -3.77
O 1.13 -1.32 0.19
H 0.49 0.22 -3.40
H 2.63 -0.79 3.17
N 1.58 -2.55 2.74
C -2.17 0.09 0.58
C -0.47 2.08 -3.09



--- four ---
24
Properties=species:S:1:pos:R:3 method="wB97M-V/def2-TZVPD" charge=0 smiles=CC[C@@](C)(O)[C@@H](C)NO orbital_gap_ev=10.092
H -2.80 1.22 0.80
C -2.52 1.26 -0.25
H 1.85 0.40 1.53
H -0.11 -1.44 1.66
H -3.00 0.43 -0.76
O -1.08 -1.19 -0.87
H 1.65 1.71 0.35
H 2.98 0.57 0.19
H -0.51 0.25 2.04
C 1.08 -0.25 -0.38
H -1.77 -0.86 1.48
H 3.42 -1.98 -0.38
O 2.67 -1.91 -0.99
N 1.53 -1.63 -0.17
H -0.54 1.94 0.22
H 1.22 0.03 -1.44
C -0.44 -0.20 -0.07
C 1.94 0.67 0.48
H -0.98 -0.95 -1.80
C -1.01 1.19 -0.41
H -0.75 1.42 -1.45
H 0.80 -2.26 -0.50
H -2.90 2.19 -0.67
C -0.72 -0.59 1.38



Relative energies, unit hartree: one 0.0000; two 0.0072; three 0.1322; four 0.0142



--- one ---
13
Properties=species:S:1:pos:R:3 method="wB97M-V/def2-TZVPD" charge=0 orbital_gap_ev=6.517
H 0.29 2.60 1.63
H 1.83 0.87 -0.96
C -0.78 -1.97 -1.76
C -0.44 1.65 1.27
C -0.05 -1.24 -0.62
C 1.45 0.16 0.06
C -0.03 0.70 0.44
N 1.24 -1.14 -0.49
H 2.36 0.52 1.01
H -2.07 -1.19 0.86
N -1.43 -2.55 -2.55
H -1.55 1.80 1.43
N -0.84 -0.20 -0.32



--- two ---
13
Properties=species:S:1:pos:R:3 method="wB97M-V/def2-TZVPD" charge=0 orbital_gap_ev=8.491
H 1.25 0.50 2.60
N 0.40 -1.29 -1.61
N 0.02 1.38 1.23
H 2.26 -1.04 0.77
C 1.28 -0.62 0.63
N -2.15 -0.50 -0.61
H -0.78 2.37 -0.44
H 0.44 -0.66 -2.32
H -2.24 -1.48 -0.88
C -0.72 1.42 0.05
C -1.34 0.37 -0.40
C 0.81 -0.83 -0.55
C 0.75 0.37 1.56



--- three ---
13
Properties=species:S:1:pos:R:3 method="wB97M-V/def2-TZVPD" charge=0 orbital_gap_ev=8.508
H -1.93 1.78 -0.41
N 1.56 0.80 -0.19
C -0.03 -1.05 -0.08
H -3.38 -0.87 0.43
N 1.29 -1.62 -0.09
H 1.95 1.70 -0.30
C -0.01 0.51 0.15
H 0.02 0.72 1.12
N -1.21 -1.43 -0.21
C -2.15 -0.43 -0.06
C -1.51 0.86 -0.25
C 2.16 -0.47 -0.06
H 3.25 -0.50 -0.05



Relative energies, unit hartree: one 0.1471; two 0.0000; three 0.0339



--- one ---
14
Properties=species:S:1:pos:R:3 method="wB97M-V/def2-TZVPD" charge=0 smiles="C[C@H](C#N)CC=O" orbital_gap_ev=10.836
C -1.48 0.91 -1.03
N -2.19 1.30 -1.85
H -1.01 -1.71 -0.11
C 0.86 0.36 -0.56
H 2.76 0.63 0.61
O 1.93 -1.15 0.98
H 0.88 -0.35 -1.39
C -0.57 0.43 0.03
H -2.11 -0.79 0.94
C -1.07 -0.90 0.62
H -0.60 1.18 0.82
H -0.46 -1.17 1.48
H 1.13 1.34 -0.96
C 1.93 -0.08 0.43



--- two ---
14
Properties=species:S:1:pos:R:3 method="wB97M-V/def2-TZVPD" charge=0 smiles="C#C[C@H](N)C(C)=O" orbital_gap_ev=10.231
H -1.08 -3.22 0.60
H 2.16 0.08 -1.56
C -0.65 0.20 0.35
N 1.62 0.46 -0.79
C 0.52 -1.82 -0.25
H -0.22 2.31 -0.06
C -0.81 1.68 0.60
O -1.46 -0.54 0.86
H -0.05 -0.44 -1.56
H -1.88 1.89 0.52
C -0.33 -2.57 0.22
C 0.46 -0.39 -0.59
H -0.52 1.87 1.64
H 2.24 0.49 0.01



Relative energies, unit hartree: one 0.0000; two 0.0871